Entry 1:
{"formula": "C25H50AlN2O38S10", "method": "wB97M-V/def2-TZVPD", "multiplicity": 1, "homo_energy_ev": -3.951, "relative_energy_kcal_mol": 0.0, "max_force_ev_per_a": 1.00, "orbital_gap_ev": 5.40, "energy_ha": -8175.2882, "charge": -1, "molar_mass_g_mol": 1334.30, "symbols": ["H", "H", "O", "O", "O", "H", "H", "H", "C", "H", "H", "C", "H", "O", "H", "H", "O", "O", "O", "O", "H", "H", "H", "H", "C", "C", "H", "N", "S", "C", "O", "C", "O", "O", "O", "H", "H", "C", "H", "C", "H", "C", "O", "O", "O", "H", "S", "H", "C", "O", "C", "H", "O", "O", "N", "S", "S", "H", "H", "C", "C", "O", "H", "H", "O", "O", "H", "H", "O", "O", "C", "H", "H", "S", "S", "C", "O", "O", "S", "O", "H", "C", "H", "O", "O", "S", "C", "H", "O", "C", "C", "C", "H", "O", "O", "S", "H", "O", "H", "H", "H", "C", "C", "Al", "O", "H", "H", "O", "H", "C", "S", "O", "C", "C", "H", "H", "H", "H", "O", "H", "H", "H", "O", "H", "O", "H"], "xyz": [[0.15162, 1.60331, -1.43210], [2.73672, -0.44197, -5.46298], [-1.59640, -7.06598, -2.89281], [1.12979, -3.98605, 1.04334], [0.68194, -0.39605, 0.28705], [2.55407, -1.36388, 10.71469], [0.94606, -5.69955, -0.08383], [-4.75922, -7.28958, -3.71283], [6.39468, 0.95451, -10.64157], [-5.58451, 2.72711, -4.45360], [-4.43245, 4.86094, -4.63331], [-5.72135, -1.06524, -0.00737], [1.89896, 1.09063, -5.80138], [4.23683, 2.47049, -5.36862], [-0.00595, 3.45060, 2.03583], [-0.59437, -4.91300, 0.32928], [0.16311, 0.11922, 3.60605], [-2.40782, -3.02488, 10.02560], [-1.41224, 7.60001, -2.71694], [3.65885, 0.30891, -8.88853], [2.50779, 2.18378, 0.49202], [0.75317, -1.29502, 0.62012], [-3.85349, -5.75891, -3.74674], [-1.92134, 3.96927, -1.04204], [1.77389, -0.75124, 6.26548], [-2.59424, -7.52406, -3.81664], [-4.55906, -1.27119, 8.37619], [-6.57017, -0.15548, 0.26551], [-2.26202, -6.78154, -1.47296], [0.65046, 2.21374, -0.67001], [-3.17405, 4.19921, -6.12886], [-3.85344, 3.96972, -4.87701], [-3.08376, -2.54344, 7.70499], [4.79514, -3.47278, 9.58865], [2.90429, 1.01840, -4.00639], [2.18412, -2.61565, 9.50608], [3.49002, -3.86782, 11.15004], [0.36368, -5.96325, 1.98748], [2.47223, -0.48599, -0.72276], [-2.17891, 3.70892, -0.00877], [-3.09340, 0.68269, 8.28064], [-3.69983, 8.69740, -0.30116], [2.67808, 3.46305, -3.76149], [2.23705, -1.10422, 4.01323], [-4.67077, 4.86572, -7.97351], [-1.30951, 1.21824, 1.49098], [-1.93785, -2.46718, 8.80725], [-0.39428, -5.57911, 2.67272], [3.97138, -3.02009, 10.67143], [-3.45718, 8.49103, -1.69775], [2.80070, 0.63925, -5.38252], [-4.18957, 1.84778, -5.12055], [-1.89953, -0.88056, 8.95482], [3.77314, -1.32475, -10.74270], [-6.00609, 1.04592, -0.16355], [1.49387, 0.31459, 4.04597], [2.23246, -4.31690, 2.14246], [2.66821, 1.65725, -1.16412], [0.83441, -1.30294, 6.36429], [2.00399, 0.10204, 0.07945], [-3.76911, -1.28262, 7.62268], [-5.22061, 3.00275, -6.49017], [-4.54254, 8.07118, 0.00005], [2.59080, -0.05675, 0.99366], [3.48927, -4.52079, 1.51440], [1.65725, -5.74957, 2.57821], [6.97987, -1.10775, -10.97715], [-3.13179, 3.78388, -4.08693], [2.34872, 1.29879, 3.49208], [6.18322, -1.62481, 8.72488], [2.00865, 1.59819, -0.28452], [0.85387, 3.20882, -1.08818], [-2.29152, -7.29322, -4.83350], [4.96047, -2.30710, 8.50575], [-2.49512, 7.21466, -1.88842], [-2.69274, -0.26077, 7.92246], [1.48388, 0.50436, 5.64632], [4.61856, -2.83624, 7.23623], [3.63901, 2.43027, -3.87571], [4.70871, 2.29692, -2.95433], [-3.59562, 2.44091, 0.99121], [4.05206, 1.20505, -6.01678], [6.51579, 1.71929, -9.87242], [-3.78030, -6.77691, -1.95729], [5.75115, -0.86244, -9.34332], [-4.08762, 3.73422, -7.34288], [-3.84954, -6.79053, -3.39182], [-2.05413, -0.08043, 7.05631], [3.76670, -1.38191, 9.03218], [2.72492, -1.44591, 5.31621], [6.84450, -0.40644, -10.15149], [-2.41442, 8.25476, 0.36893], [-4.20353, -1.16004, 6.63521], [2.07602, -3.38500, 3.19854], [4.99356, 0.79035, -10.90275], [4.37170, -0.32155, -9.94135], [2.73357, -2.52267, 5.44219], [-3.37178, 2.77123, -8.10440], [-4.41421, 3.72723, 0.10291], [-3.93663, 9.74167, -0.11623], [-5.84266, -2.11390, 0.20907], [-4.85087, 0.73655, -0.65463], [-3.55368, 3.05165, 0.08371], [-0.68501, 2.56014, 0.83300], [-0.72681, -2.91023, 8.21488], [-2.55321, 7.97967, 1.41094], [0.20300, -7.02544, 1.82392], [-2.06391, -7.89762, -0.61858], [2.20685, -0.59133, 7.24862], [-4.74949, 2.78402, -5.14463], [-3.70899, 1.87999, -1.29378], [-2.00241, 7.11163, -0.38055], [2.98472, -2.07579, 10.01625], [0.39580, -5.17034, 0.69826], [4.60528, -2.50202, 11.39407], [4.92351, 0.57919, -5.80481], [-1.63786, 9.01895, 0.29299], [-2.70033, -8.60455, -3.70223], [-3.30635, 6.09108, -2.18876], [-2.21856, 4.62117, 0.59662], [6.90479, 1.26674, -11.54827], [3.95409, 1.33754, -7.08974], [-1.88402, -5.47754, -1.06146], [7.75226, -0.36392, -9.55696], [-4.60580, -0.59077, -0.58698], [3.74071, -1.06146, 5.42199]]}

=====

Entry 2:
{"formula": "CH6O2", "method": "wB97M-V/def2-TZVPD", "multiplicity": 1, "homo_energy_ev": -10.563, "smiles": "CO.O", "relative_energy_kcal_mol": 11.3, "max_force_ev_per_a": 3.37, "orbital_gap_ev": 11.32, "energy_ha": -192.1402, "molar_mass_g_mol": 50.06, "symbols": ["C", "O", "O", "H", "H", "H", "H", "H", "H"], "xyz": [[0.00000, 0.00000, 0.00000], [2.81801, -3.85552, 0.63673], [0.61979, -0.94302, -0.73832], [0.52646, 0.12889, 0.96064], [3.26466, -3.70624, 1.50072], [-1.07311, -0.15226, 0.20458], [0.11773, 0.92300, -0.59230], [0.29224, -0.67013, -1.62072], [2.22664, -3.07696, 0.52544]]}

=====

Please write out number 2 again, unchanged.
{"formula": "CH6O2", "method": "wB97M-V/def2-TZVPD", "multiplicity": 1, "homo_energy_ev": -10.563, "smiles": "CO.O", "relative_energy_kcal_mol": 11.3, "max_force_ev_per_a": 3.37, "orbital_gap_ev": 11.32, "energy_ha": -192.1402, "molar_mass_g_mol": 50.06, "symbols": ["C", "O", "O", "H", "H", "H", "H", "H", "H"], "xyz": [[0.00000, 0.00000, 0.00000], [2.81801, -3.85552, 0.63673], [0.61979, -0.94302, -0.73832], [0.52646, 0.12889, 0.96064], [3.26466, -3.70624, 1.50072], [-1.07311, -0.15226, 0.20458], [0.11773, 0.92300, -0.59230], [0.29224, -0.67013, -1.62072], [2.22664, -3.07696, 0.52544]]}